# 1
ORCA calculation (ωB97M-V with the def2-TZVPD basis set) on a cluster of 11 separate species, C26H79N5O11 in total.

Computed properties:
**Kohn-Sham gap**: 9.09 eV
**SMILES**: COC[C@H](C)N.COC[C@H](C)N.COC[C@H](C)N.COC[C@H](C)N.COC[C@H](C)N.CO.CO.CO.CO.CO.CO
**Energy relative to the best compared isomer or geometry (same formula, charge and spin)**: 327.2 kJ/mol
**LUMO level**: 0.02089 Ha

XYZ file:
```
121
C26H79N5O11 | the OMol25 dataset | ωB97M-V with the def2-TZVPD basis set
C -0.0412 0.4830 -0.2166
O 1.2525 -0.1143 -0.4352
H -0.1489 1.0824 -1.1206
H -0.7874 -0.3115 -0.2069
H -0.0180 1.1606 0.6369
H 1.3080 -0.7395 0.2912
C -2.8497 1.7987 1.8859
O -3.2070 0.7965 0.9482
H -3.5073 2.6635 1.9745
H -2.9277 1.2632 2.8321
H -1.8055 2.1065 1.8306
H -3.5383 1.1022 0.1006
C 1.2165 -4.0107 0.4430
O 1.6196 -2.7094 0.8950
H 0.9802 -4.1613 -0.6104
H 2.0376 -4.7220 0.5324
H 0.3850 -4.3920 1.0357
H 1.5223 -2.6260 1.8464
C -2.0089 -1.9482 2.3655
O -2.8396 -1.8328 1.1327
H -2.4812 -2.5608 3.1336
H -0.9546 -2.1379 2.1640
H -2.1031 -0.9137 2.6956
H -3.1102 -0.9290 0.9549
C 2.6258 -1.3008 -4.2061
O 1.9211 -1.3447 -3.0281
H 1.9017 -1.1779 -5.0115
H 3.4387 -0.5806 -4.2991
H 3.1008 -2.2688 -4.3654
H 2.4964 -1.4844 -2.2724
C 1.1065 2.4090 -3.3434
O 1.6521 2.2838 -2.0218
H 0.9582 3.4808 -3.4750
H 1.7794 2.0092 -4.1020
H 0.1029 1.9847 -3.3158
H 1.3949 1.4602 -1.6010
C 0.9365 4.0094 1.1834
C -0.0106 5.1232 0.5842
C -0.5893 6.0170 1.6872
O -1.5032 5.3521 2.5240
C -2.2745 6.2306 3.2642
N 0.6088 5.8634 -0.4944
H 1.1896 3.1829 0.5194
H 0.2690 3.5831 1.9323
H 1.8347 4.4365 1.6296
H -0.8480 4.5091 0.2529
H -1.0768 6.8952 1.2638
H 0.3036 6.4298 2.1567
H -2.1770 7.3079 3.1306
H -2.0349 5.8641 4.2624
H -3.3392 6.0420 3.1259
H 0.2713 6.8132 -0.5583
H 1.6134 5.9417 -0.4268
C 4.1349 0.2083 0.0855
C 4.8155 -1.0677 -0.2861
C 5.4601 -1.8228 0.8723
O 6.3326 -0.8908 1.4949
C 7.1047 -1.5206 2.4715
N 3.8063 -1.8797 -0.9239
H 3.6585 0.0336 1.0503
H 3.4520 0.5704 -0.6831
H 4.9003 0.9800 0.1676
H 5.5901 -0.8585 -1.0240
H 5.8941 -2.7702 0.5524
H 4.5969 -2.0094 1.5111
H 7.4569 -0.7870 3.1967
H 7.9982 -2.0022 2.0742
H 6.5037 -2.2005 3.0755
H 4.3076 -2.7311 -1.1332
H 3.0939 -2.0310 -0.2240
C 0.8616 1.3641 3.6136
C 1.2490 0.2925 4.6767
C 2.1337 -0.8186 4.1235
O 1.3012 -1.8461 3.7089
C 1.0080 -2.8782 4.6273
N 1.8451 0.9112 5.8561
H 1.6384 2.1058 3.4278
H 0.0987 2.0133 4.0435
H 0.4728 0.8981 2.7082
H 0.3568 -0.2297 5.0222
H 2.8542 -1.2549 4.8153
H 2.7895 -0.5757 3.2875
H 1.1321 -2.6203 5.6791
H 1.7347 -3.6409 4.3473
H -0.0591 -3.0486 4.4851
H 1.2929 1.6102 6.3321
H 2.6799 1.3460 5.4897
C -2.1512 -5.7745 -2.3722
C -1.8203 -4.4909 -1.6183
C -0.9026 -3.5541 -2.5878
O -1.6107 -3.0968 -3.7106
C -0.9626 -2.3372 -4.7592
N -3.0321 -3.8132 -1.2496
H -2.4277 -5.4809 -3.3849
H -2.9068 -6.3844 -1.8770
H -1.3171 -6.4723 -2.4450
H -1.1454 -4.7284 -0.7960
H 0.0472 -4.0457 -2.7981
H -0.5809 -2.6544 -2.0632
H -0.7633 -1.3122 -4.4466
H -1.7178 -2.3925 -5.5433
H -0.0239 -2.7314 -5.1487
H -2.8381 -2.9841 -0.7064
H -3.3011 -3.4597 -2.1567
C -2.9598 0.5600 -3.3481
C -4.3921 0.8990 -3.7694
C -5.1310 1.7062 -2.7015
O -5.2927 1.1896 -1.4012
C -5.8505 -0.0955 -1.3631
N -4.2876 1.7858 -4.9757
H -2.3801 0.1748 -4.1870
H -2.9385 -0.2451 -2.6136
H -2.4083 1.4076 -2.9414
H -5.0779 0.0693 -3.9412
H -6.1177 1.9090 -3.1178
H -4.7557 2.7184 -2.5507
H -5.0954 -0.7979 -1.7160
H -6.7375 -0.1817 -1.9907
H -6.1059 -0.3552 -0.3358
H -3.9496 2.6902 -4.6792
H -5.2062 2.0102 -5.3304
```

***

# 2
ORCA calculation (ωB97M-V with the def2-TZVPD basis set) on a cluster of 14 separate species, C26H80N14O14 in total.

Computed properties:
**Kohn-Sham gap**: 9.38 eV
**LUMO level**: 0.00109 Ha

XYZ file:
```
134
C26H80N14O14 | the OMol25 dataset | ωB97M-V with the def2-TZVPD basis set
C 1.9017 -3.7668 -1.9095
O 1.6076 -2.5870 -2.1376
N 2.0229 -4.6621 -2.8454
N 2.2579 -4.3442 -0.8140
H 1.9339 -5.6257 -2.5561
H 1.9662 -4.3217 -3.7946
H 2.4190 -3.5710 -0.1846
H 2.9007 -5.1166 -0.9162
C 1.4065 5.7404 1.1869
O 2.1387 6.5719 0.7173
N 0.2396 5.9949 1.7363
N 1.5508 4.4246 1.1915
H -0.2802 5.3129 2.2699
H -0.2493 6.8663 1.5886
H 2.4742 4.0805 0.9697
H 0.9240 3.8907 1.7764
C -3.5193 1.0121 -3.5730
O -3.8674 0.0678 -4.2559
N -3.0654 2.0908 -4.1205
N -3.3742 0.9581 -2.2680
H -3.4105 2.8674 -3.5747
H -3.1466 2.0577 -5.1267
H -3.2900 1.7625 -1.6631
H -3.4578 0.0389 -1.8581
C -3.9507 3.5822 0.7266
O -4.8315 3.3408 1.5003
N -3.9935 3.4971 -0.5964
N -2.8373 3.8251 1.1854
H -3.1300 3.5832 -1.1132
H -4.9047 3.3437 -1.0041
H -2.8789 3.9185 2.1902
H -2.0494 4.1841 0.6653
C -3.7011 0.2830 2.6459
O -3.5615 -0.7460 3.2445
N -3.7235 0.4447 1.3696
N -3.8226 1.4199 3.2846
H -3.8232 1.3960 1.0451
H -3.7377 -0.3405 0.7345
H -4.1333 1.3298 4.2414
H -4.1409 2.1919 2.7165
C -3.5538 -2.5877 -1.1277
O -3.7731 -1.4274 -0.8766
N -3.6129 -2.9759 -2.3860
N -3.6334 -3.5831 -0.2781
H -3.6418 -2.2697 -3.1075
H -3.4314 -3.9497 -2.5832
H -3.4926 -4.5188 -0.6314
H -3.6658 -3.2878 0.6872
C -0.4519 3.5608 -2.6255
O -1.4984 3.2886 -2.0178
N -0.3362 4.3840 -3.6245
N 0.6204 2.8465 -2.4842
H 0.5688 4.5062 -4.0558
H -1.1100 4.9978 -3.8358
H 1.3694 2.8386 -3.1618
H 0.5786 2.3207 -1.6229
C 4.1921 -0.3907 -3.4518
C 3.7575 0.9656 -4.0886
O 4.6311 1.9864 -3.7367
H 5.1770 -0.3215 -2.9901
H 4.2487 -1.1509 -4.2309
H 3.5167 -0.6540 -2.6378
H 2.7093 1.2367 -3.9625
H 3.7786 0.9389 -5.1780
H 4.0873 2.7599 -3.9026
C 0.3036 0.5887 4.7178
C 0.9479 1.0548 5.9893
O 1.9078 2.0034 5.5926
H 0.8015 0.1139 3.8723
H -0.1448 1.4085 4.1565
H -0.5555 0.0245 5.0807
H 1.4701 0.1745 6.3641
H 0.4292 1.5932 6.7825
H 1.5061 2.6841 5.0477
C 2.2448 -2.4957 3.9525
C 1.6392 -3.8972 4.0450
C 1.5843 -4.7417 2.8354
O 2.5297 -4.5629 4.9026
H 2.3403 -1.9979 4.9175
H 1.5311 -1.9111 3.3720
H 3.1533 -2.2935 3.3851
H 0.6419 -3.9702 4.4786
H 1.0493 -5.6714 3.0288
H 2.5680 -4.9331 2.4065
H 0.9884 -4.1697 2.1242
H 3.4233 -4.3629 4.6145
C 4.4817 0.5486 0.8950
C 4.5119 2.0511 0.4601
C 5.5098 2.2051 -0.7175
O 3.2125 2.1670 -0.0113
H 3.7442 0.5874 1.6967
H 5.4320 0.2737 1.3526
H 4.2098 -0.2371 0.1902
H 4.8838 2.6542 1.2883
H 5.2282 3.0606 -1.3315
H 5.4432 1.3178 -1.3472
H 6.5588 2.2246 -0.4222
H 2.7037 1.3956 0.2488
C 0.5921 0.6511 -6.6331
C 0.7420 -0.6579 -5.7919
C 0.0107 -0.6739 -4.4346
O 0.3082 -1.7481 -6.5346
H 0.9619 0.5043 -7.6479
H 1.1042 1.5032 -6.1863
H -0.4397 0.9947 -6.7067
H 1.8042 -0.8283 -5.6162
H -1.0545 -0.4605 -4.5231
H 0.4920 -0.0695 -3.6658
H 0.1443 -1.6996 -4.0907
H -0.6421 -1.7166 -6.4022
C -1.7923 -4.1043 2.9961
C -3.2377 -4.2297 3.6401
C -3.3643 -3.5357 5.0024
O -4.1451 -3.5842 2.7787
H -1.2789 -3.1793 2.7337
H -1.8394 -4.6715 2.0665
H -1.1574 -4.7968 3.5488
H -3.4937 -5.2888 3.6723
H -4.3514 -3.2437 5.3607
H -2.7414 -2.6420 4.9639
H -2.8277 -3.9584 5.8518
H -3.9864 -2.6393 2.8384
C -0.4954 -1.0881 0.4864
C -0.2316 0.3020 -0.0437
C -0.1069 1.4403 0.9397
O 0.9776 0.4232 -0.6843
H -1.0996 -1.6258 -0.2443
H -1.1436 -0.7236 1.2833
H 0.3325 -1.7285 0.7906
H -1.0989 0.5282 -0.6640
H 0.8822 1.4711 1.3969
H -0.7562 1.3485 1.8104
H -0.2329 2.4175 0.4737
H 0.9884 -0.0867 -1.4976
```

***

Kohn-Sham gap of number 2 (C26H80N14O14)?
9.38 eV